The following is a quantum chemistry calculation of 8 unconnected molecules or ions with the total composition C37H71BF9N10O11 in a non-equilibrium geometry, from the Open Molecules 2025 dataset.

The charge is +1. The HOMO-LUMO gap comes out at 6.8 eV. For the HOMO energy, the calculation gives -10.5 eV.

Element x y z (Å)
C 0.225682 1.702932 -4.316333
O -0.519500 0.066122 4.284327
H 8.044610 -0.990278 3.473505
O -0.967123 7.231024 -9.775461
N -0.401202 2.900863 -4.372003
H -4.428523 -0.023359 -2.911444
C -1.639145 -0.172769 5.153397
C -3.237055 -4.227141 -1.007081
C 5.307999 2.106759 -1.032319
F -1.640450 -3.450796 1.187664
H 4.609831 -1.618637 4.090691
N -5.559801 -6.187368 2.642698
H -4.165417 1.279838 -1.738515
C -1.556247 -2.513155 0.211213
H 5.087941 1.407465 5.978207
H -1.455590 -3.320429 3.757203
C -1.124216 4.856101 -9.582391
H 5.614492 2.483451 7.281200
C -2.538556 -4.058136 5.461715
H 7.996811 4.662614 -1.143917
H -4.826829 -7.782990 3.790587
H -4.798235 5.479097 -9.423391
O -3.386144 -2.581531 3.743342
C -0.937971 -0.041124 0.384880
H -2.215352 1.834311 4.826921
H 1.793583 0.051072 1.723975
O -6.703552 -4.275278 2.339075
N 6.845237 -0.825767 1.759832
H 8.814047 -1.510160 1.963721
H -5.645695 1.238378 -2.704908
H -0.431033 3.386123 -3.488862
C 0.055384 -0.000101 -0.729231
H 0.077638 1.008652 -1.137671
H -3.391127 0.875167 5.741531
O 1.408340 -0.663074 1.208384
C -2.711689 0.865858 4.890108
H 8.640944 2.275959 -0.784815
N 3.597072 -1.025676 -1.186225
H -2.662518 -4.502678 3.329757
H -6.244354 3.308609 -3.563241
H -4.370507 -0.015070 3.707481
H 9.135496 1.993295 6.274150
H -8.091952 -7.008821 1.902437
C -6.712835 -5.486459 2.539836
C -1.661077 6.267991 -9.504409
H -0.656136 0.677374 -5.993710
H -2.003602 -1.192574 5.051896
H -6.499680 1.996290 -4.730339
H -1.691483 4.261032 -10.298972
H -6.355529 -8.096974 2.964954
H 4.058922 -0.932532 -0.279877
H -4.285532 5.566500 -7.732276
H -3.146512 -4.951730 5.587853
H -0.608048 1.924568 0.676063
C -5.390759 -7.611024 2.873079
F -0.349657 -2.666519 -0.358367
H 5.126335 2.896419 -1.762934
H 8.726623 4.454662 6.148457
F -2.019444 -5.229342 -2.788950
C 7.492125 4.020381 -0.420733
H 8.583194 0.210213 2.296910
H 5.655343 3.042127 5.597614
H -3.242478 7.395817 -9.083558
C -3.545980 0.688629 3.601910
H -4.005018 1.658322 3.403755
H -4.848961 -8.066985 2.043848
H 4.706258 1.238070 -1.290109
N 7.695459 2.624779 -0.752763
H 8.681740 3.895760 7.825581
N -1.137683 1.119292 0.987697
C 5.636852 -1.429818 3.790139
H -4.729369 -5.625866 2.537527
C -2.593840 -0.939507 1.870673
C 6.759541 1.685284 -1.044956
F -4.215155 -4.153473 -1.932772
C 1.485456 -0.331635 -0.187145
C -3.936683 5.420157 -8.755794
H -0.117154 -0.781749 4.070714
H 2.097208 0.565542 -0.290547
C -4.467048 2.699761 -4.617907
N 8.235076 2.431078 6.393656
H -0.088525 4.895740 -9.904919
H 6.052494 -0.608960 4.378542
H 4.082165 -1.789800 -1.643849
O 7.088990 0.538076 -1.310372
N -1.971738 1.380222 1.980712
F -1.118722 -5.313947 -0.810393
H 0.886923 1.474487 -6.351296
N -2.956483 6.429850 -9.114104
C 5.650196 -1.097760 2.320968
O -3.759814 3.282089 -5.428404
F -2.861421 -6.517772 -1.271255
H 0.861564 -0.009639 -5.387240
H -5.183352 -3.063664 2.145208
H 2.170645 -2.318226 -0.299631
H -3.510040 4.425786 -8.831809
C 8.140042 -0.779929 2.413711
H -2.948073 -3.238509 6.044733
C -1.003089 3.561347 -5.530300
C -8.007629 -6.244961 2.675585
B -3.552192 -2.077332 2.472513
H -0.898714 2.947432 -6.418850
O -4.593021 -2.418037 1.704540
C -2.264395 -5.344516 -1.492819
F -3.598649 -1.882180 -0.876424
C 8.200373 3.807147 6.851023
H -8.076673 -6.721266 3.653741
O 4.615605 -1.072176 1.652161
O 7.387209 0.467876 5.723908
C -2.676318 0.373499 2.422158
H -1.170965 4.370590 -8.606279
C 2.213043 -1.430926 -0.944202
H 5.020284 2.464275 -0.041453
H -6.230352 3.650689 -5.300273
H 6.811556 -0.633727 0.764855
C -2.623348 -2.798215 -0.925393
H -1.537465 -4.309325 5.806835
C -5.957477 2.923437 -4.542352
H 7.176083 4.152830 6.939309
C 5.800088 2.180620 6.250470
N -3.920207 1.816649 -3.745766
H 6.434097 4.259782 -0.426238
C -4.580005 1.035487 -2.720639
O 0.697846 1.275733 -3.261872
H -8.827068 -5.541884 2.567211
H 6.230906 -2.323131 3.986272
C -2.470941 -3.656112 3.992613
H 7.893545 4.239473 0.570238
H -1.303507 -0.054669 6.187406
H -2.077492 3.748046 -5.360969
F -3.794326 -4.599181 0.153009
H -0.502109 4.517895 -5.700657
C -1.699702 -1.135932 0.838508
H 1.714154 -1.693462 -1.876325
H -2.920766 1.711218 -3.852818
F -1.986239 -2.606288 -2.108661
H -0.233721 -0.640903 -1.554398
C 0.332394 0.914510 -5.598427
C 7.194025 1.616532 6.097578

Force components x, y, z for each atom (eV/Å):
0.2 0.1 0.0
-0.3 -0.3 -0.2
0.0 0.0 0.0
0.0 0.0 0.0
-0.2 -0.3 -0.1
-0.1 -0.2 0.1
0.4 0.2 0.3
-0.3 0.1 -0.4
0.0 -0.1 0.0
-0.3 0.1 0.0
0.0 0.0 0.0
-0.1 0.1 0.0
-0.1 0.0 0.0
0.1 0.0 -0.3
0.0 0.0 0.0
0.0 0.1 -0.1
0.0 0.0 0.0
0.0 0.1 0.0
0.0 -0.3 -0.5
-0.1 0.0 0.0
0.0 0.0 0.0
0.0 -0.1 0.0
0.1 -0.2 -0.4
0.1 -0.1 -0.6
0.0 0.1 0.1
0.3 -0.2 0.0
0.4 0.2 0.1
-0.1 0.0 -0.1
0.0 0.0 0.1
0.0 0.0 0.0
0.0 0.1 0.0
0.2 0.0 0.3
-0.1 0.0 -0.1
0.0 0.1 0.0
-0.3 0.1 -0.1
-0.1 -0.3 -0.2
0.0 0.0 0.0
-0.1 -0.1 0.0
-0.2 0.0 0.0
0.0 0.0 0.0
0.2 -0.2 0.1
0.0 0.0 0.0
0.0 0.0 0.0
0.0 -0.1 0.0
0.0 0.0 0.0
0.0 0.1 -0.1
-0.1 0.0 -0.1
0.0 0.0 0.1
0.0 0.0 0.1
0.0 0.0 0.0
0.0 0.0 0.0
0.0 -0.1 0.0
-0.2 0.1 0.2
0.0 0.0 0.0
0.1 0.1 0.0
0.1 0.0 0.3
0.0 0.0 0.1
0.0 0.0 0.0
0.1 0.0 0.1
0.2 -0.1 0.0
0.0 0.0 0.1
0.0 0.0 0.1
0.0 0.0 0.0
0.0 0.5 0.0
-0.1 0.0 -0.1
0.0 0.0 0.0
0.0 0.0 0.0
0.0 0.0 0.0
0.0 0.0 0.0
-0.4 -0.2 0.3
-0.1 0.1 0.0
0.0 0.0 0.0
0.4 0.0 -0.2
-0.1 0.0 -0.1
0.0 0.0 0.1
0.1 0.2 0.0
0.0 0.3 -0.1
0.1 0.1 0.0
-0.1 0.1 -0.1
-0.1 -0.1 0.1
0.0 0.0 0.0
0.0 0.1 0.0
0.0 -0.2 0.0
0.1 0.1 -0.1
0.1 -0.1 0.2
0.1 0.1 -0.3
0.0 0.1 -0.1
-0.1 0.0 0.0
0.0 -0.1 0.0
0.1 0.0 0.0
-1.0 -0.1 0.0
0.1 0.1 0.0
0.0 0.0 0.0
-0.5 -0.2 -0.3
-0.2 0.0 0.0
0.0 0.0 0.0
0.0 0.0 -0.2
0.0 0.0 0.1
0.0 0.6 0.3
0.0 0.1 0.0
-0.3 -0.2 0.2
0.0 -0.1 0.0
0.1 0.2 0.2
-0.2 -0.2 0.2
-0.2 -0.1 0.2
0.2 -0.1 0.0
0.0 -0.1 0.0
-0.1 0.1 0.1
0.0 0.1 0.0
-0.1 -0.2 0.3
-0.1 0.0 0.0
0.3 -0.5 0.4
0.0 0.1 0.0
0.0 0.0 0.0
0.0 0.1 0.0
0.6 0.0 -0.3
0.0 0.1 0.2
0.0 0.1 -0.1
0.0 0.0 0.0
0.0 -0.1 0.0
0.1 0.1 0.0
0.0 0.0 0.0
0.2 0.1 0.0
-0.2 0.1 -0.1
0.0 0.0 0.0
0.0 0.0 0.0
0.5 0.3 0.4
-0.1 0.0 0.0
0.0 0.0 0.0
1.0 -0.2 -0.2
0.2 0.0 0.1
0.1 -0.1 -0.1
-0.2 0.3 0.3
0.1 0.3 -0.2
0.0 0.0 0.0
-0.1 0.0 0.1
0.0 -0.1 0.0
0.0 -0.1 0.1
0.0 0.0 0.0

***

The following is a quantum chemistry calculation of 8 unconnected molecules or ions with the total composition C37H71BrClN4O10P2S2 in a non-equilibrium geometry, from the Open Molecules 2025 dataset.

The charge is +1. The HOMO-LUMO gap comes out at 6.9 eV. For the HOMO energy, the calculation gives -10.7 eV.

Element x y z (Å)
H 2.142134 1.700657 -2.101812
H 7.325856 1.060547 -2.638519
H 1.513115 -4.802483 6.521050
H 6.561808 -5.883389 -1.555002
C -0.315064 -2.724356 7.154301
O 0.918906 9.317664 -2.491055
H -6.777319 -2.428346 -3.693181
H 2.391579 -3.541179 7.418425
H -0.812463 -3.691722 7.235468
C -7.802323 -6.030176 -4.233172
C 4.190629 -1.273133 1.311895
H -3.279046 8.650937 -2.307068
C 1.860392 8.756874 -1.980783
H 4.648097 -1.656038 2.226575
H 3.575587 -2.164510 -0.558586
H -5.217816 -6.586825 -3.202570
C -3.410342 6.709402 -0.236613
C -11.884502 -8.366829 -3.560936
C 3.089975 6.602193 3.579228
H -5.579641 0.482403 -3.029388
C 1.745099 1.533682 3.729519
Br -2.408981 1.737869 -0.008487
N 2.784006 -0.991261 1.633673
C -10.931247 -7.785474 -2.547511
H -6.067289 -1.349932 -4.925954
C -4.913063 -1.551025 -3.136001
P 5.876044 -2.642995 -0.564815
H -4.416506 7.044167 -0.492503
O 6.585002 -1.195496 -0.836083
C 7.631025 -4.515637 -0.283463
C -7.059318 -5.508558 -3.032116
H -0.445355 0.108248 -1.984117
H 2.215141 7.103795 3.995730
H -12.118971 -7.621905 -4.323008
H 2.802120 6.095296 2.659519
H -1.036506 -1.982937 6.818018
H -3.450509 5.663057 0.060272
H 8.472656 -4.684590 0.393604
C 2.444984 -0.792919 3.058184
H -1.639163 8.222354 -2.830229
H 0.725942 -4.213561 0.973597
H -12.804977 -8.683698 -3.068692
C -1.568528 -0.042640 -0.079854
C 7.130682 -1.060432 -2.162644
H -0.069652 0.936279 1.129932
O -3.821943 -2.041062 -2.932802
H -1.891076 8.901046 -1.216264
H 6.126138 -6.054981 0.128259
O -1.934924 5.902644 -1.914464
H -8.544428 -5.297652 -4.546210
H -0.562274 -0.644412 1.784771
H -10.620126 -6.260561 -1.088378
H -6.425584 -7.341585 -2.131138
H 0.065980 -2.430033 8.133112
N 3.588169 1.577119 0.894259
O 5.637251 -3.323971 -1.865056
H 1.945008 7.384445 -0.333484
H 0.179425 1.707360 -0.822608
H 1.371671 -0.924281 3.192864
H 3.134880 0.302562 4.764915
H 5.469371 9.102083 4.071723
C 4.265445 -2.409011 0.252368
H 4.794542 -0.415139 1.008920
H 3.185186 10.386165 -2.352850
C 3.222412 9.398727 -1.897989
H -11.424193 -9.229031 -4.038505
H -8.308645 -6.961890 -3.975166
H -11.613496 -5.756068 -2.468149
C -0.337399 -0.092567 0.874750
N 2.445421 0.987581 0.344914
H -6.292801 -0.599062 -1.803419
P 1.547364 2.021392 -0.862224
H 3.812081 0.945583 3.249358
C 0.700298 -3.245872 0.529903
H 5.140399 7.756428 5.178946
H -4.609145 -0.059972 -1.647425
H -5.388092 -2.965611 -4.652772
C -5.988110 -6.395460 -2.453744
O -9.837520 -8.268870 -2.358730
H -1.073377 -1.479419 -1.573338
S 1.811288 3.898345 -0.491703
O 6.765698 -3.586268 0.403138
O 4.586751 7.763319 2.148861
H 0.679198 7.042653 -1.532991
H 0.984698 1.225567 3.010633
H 8.478860 0.487618 -1.351681
H 3.897185 8.997331 4.885211
H 8.066296 -4.095263 -1.188278
H 2.668847 -3.753348 5.679712
C 4.702881 8.418997 4.430552
H 1.262858 1.491894 4.704293
H 7.721986 -6.655209 -0.489806
H 6.343540 -1.008531 -2.913060
C 1.919029 -3.791608 6.467865
C 6.966001 -5.871729 -0.539874
O -7.311823 -4.425402 -2.551169
H -2.168352 -0.263363 -2.173831
H 3.525716 9.498795 -0.854513
C 7.952601 0.246366 -2.273487
C -1.296414 -0.407666 -1.542146
N 0.865043 -0.679013 0.149492
H 3.459331 5.862516 4.291349
C -5.384280 -0.351829 -2.353947
C 2.097942 -0.206791 0.740028
H -5.533889 -5.902859 -1.596474
C 1.708866 7.372718 -1.399669
H 3.934618 -3.324741 0.738106
H 8.688320 0.059352 -3.059069
H 7.801700 -1.876751 -2.417711
Cl 2.236373 3.220033 3.401980
C -11.399243 -6.574983 -1.779601
H -2.291158 -0.774749 0.277656
H 2.887446 -1.626873 3.603059
C 4.473349 1.871350 0.071401
H -7.108531 -6.205445 -5.057231
C 0.816990 -2.809699 6.166329
H -12.299630 -6.817505 -1.213310
C -2.497122 6.859768 -1.429211
C -5.851220 -2.107467 -4.169977
C -2.317288 8.250677 -1.981284
C 2.929381 0.518123 3.715340
H -3.033273 7.301110 0.598869
C 0.773589 -2.066113 0.343291
O 0.841155 -2.117051 5.168888
C 4.169697 7.611323 3.273905
H 2.372349 6.674132 -1.912199
S 5.594504 2.107048 -0.972522
H 3.954815 8.790209 -2.430532

Force components x, y, z for each atom (eV/Å):
-0.3 -0.8 0.3
0.2 0.1 0.3
0.0 0.0 0.2
-0.1 0.0 0.1
-0.1 0.2 -0.2
0.0 0.1 0.0
-0.1 0.1 -0.1
-0.1 -0.1 0.1
0.1 0.0 0.1
-0.2 0.2 0.0
0.6 -0.9 0.0
0.0 0.1 0.2
0.0 0.0 0.0
-0.1 0.2 0.0
0.2 -0.2 -0.2
-0.1 -0.1 0.0
0.1 -0.3 0.0
0.2 -0.2 0.0
0.0 0.0 -0.2
-0.2 0.0 0.0
0.5 -0.4 0.0
0.2 -0.3 0.2
0.6 1.0 -0.8
0.0 0.0 0.0
-0.1 0.0 0.1
0.1 -0.1 0.0
0.0 -1.5 -1.9
0.0 0.1 0.1
-0.7 -1.1 1.0
0.8 -1.1 0.6
0.0 0.0 0.0
-0.1 0.1 0.0
0.0 -0.1 0.2
-0.1 0.0 0.1
0.0 0.0 0.0
0.0 0.0 0.0
0.0 0.0 0.0
-0.2 0.3 0.1
0.3 -0.4 0.5
0.0 0.0 0.0
-0.2 -0.2 -0.4
-0.1 0.1 -0.1
0.0 -0.5 -0.4
1.0 1.3 -0.6
-0.1 -0.2 0.2
0.0 0.1 0.0
-0.1 0.1 0.0
0.3 -0.1 0.3
0.0 0.0 0.1
0.0 0.0 0.0
0.1 -0.1 0.0
0.0 0.0 0.0
0.0 -0.1 -0.1
0.0 -0.2 0.1
0.3 0.1 -0.4
0.0 0.4 0.7
0.2 -0.1 0.0
0.4 -0.6 0.0
0.0 0.0 0.0
0.3 -0.1 -0.1
0.0 0.0 0.0
0.4 1.5 1.0
-0.3 0.0 0.0
0.0 0.0 0.0
-0.1 0.2 -0.1
0.0 0.0 0.0
0.1 -0.1 -0.1
-0.2 0.0 0.0
-0.5 1.3 -1.3
0.1 -0.4 -0.5
-0.1 0.1 -0.1
0.2 2.8 -0.4
0.0 -0.1 0.0
0.1 0.4 0.4
-0.1 0.0 0.1
0.0 0.0 0.0
0.0 0.0 0.0
0.0 0.2 0.2
0.0 0.1 0.0
0.0 0.1 -0.1
0.0 -0.8 0.0
-0.8 1.5 -0.4
0.0 0.0 0.0
0.0 0.0 0.0
0.1 0.4 -0.1
-0.1 0.1 0.0
0.0 -0.1 0.1
-0.3 0.1 -0.1
0.0 0.0 0.0
0.1 0.1 -0.2
0.0 0.2 0.0
-0.1 -0.1 0.2
-0.2 -0.4 0.2
0.1 0.1 -0.3
-0.1 0.6 -1.0
0.0 0.0 0.0
-0.1 0.1 0.2
0.1 -0.1 0.0
-0.3 -0.8 -0.4
0.3 -0.4 0.2
0.4 -1.1 2.5
-0.1 0.1 0.1
0.2 0.0 0.1
-1.0 -0.6 0.1
0.0 0.0 0.0
-0.3 0.0 0.0
0.1 -0.2 -0.3
0.1 0.2 0.1
-0.3 -0.3 0.3
-0.2 -0.3 0.1
0.2 0.0 0.1
-0.2 0.4 0.1
-0.1 -0.1 -0.3
0.2 -0.1 -0.6
0.0 -0.2 0.0
-0.1 0.0 0.0
-0.1 0.1 -0.1
0.0 0.0 -0.1
0.2 -0.1 -0.1
0.1 -0.2 -0.2
-1.3 0.3 0.1
-0.1 0.1 0.0
0.2 0.4 -0.6
0.0 0.0 0.1
0.0 0.0 -0.1
0.1 0.0 0.1
-0.8 0.2 1.0
0.1 -0.1 0.1